Record 1
A single C4H6N2O molecule. Source: the OMol25 dataset; level of theory: ωB97M-V/def2-TZVPD.

Properties
charge	0
LUMO level	0.9	eV
F_max	0.43	eV/Å
structure (SMILES)	Cc1cc(N)on1
HOMO level	-9.625	eV
ΔE to the lowest compared entry with this formula, charge and spin	1.7869	eV

Last column: Löwdin charge in e.
Element x y z (Å)
C 0.76935 -1.09356 -1.90053  -0.0342
C 0.38273 -0.19153 -0.77204  -0.3536
C -0.67861 -0.32669 0.16987  0.0332
C -0.44797 0.66581 1.06157  -0.3928
N -1.05779 0.96593 2.28493  0.1095
O 0.62545 1.38477 0.67119  0.0005
N 1.14636 0.83187 -0.47748  0.0984
H 1.69869 -0.73274 -2.34815  0.0789
H 0.94072 -2.10720 -1.52171  0.0821
H -0.00130 -1.15107 -2.67459  0.0792
H -1.48885 -1.03826 0.20208  0.1152
H -1.48365 1.88621 2.28876  0.0904
H -0.36396 0.93966 3.02639  0.0931

Record 2
A single C4H6N2O molecule at a distorted geometry. Source: the OMol25 dataset; level of theory: ωB97M-V/def2-TZVPD.

Properties
charge	0
LUMO level	0.9	eV
F_max	1.93	eV/Å
structure (SMILES)	Nc1[nH]ccc1O
HOMO level	-7.736	eV
ΔE to the lowest compared entry with this formula, charge and spin	1.6155	eV

Last column: Löwdin charge in e.
Element x y z (Å)
N -0.25636 -1.82807 -0.95478  0.0805
C -0.10975 -0.56630 -0.33861  -0.3242
N -0.19737 -0.76121 1.00478  0.0385
C -0.00771 0.40490 1.68135  -0.1245
C 0.19769 1.38942 0.72578  -0.0444
C 0.13645 0.77188 -0.55852  -0.2889
O 0.29036 1.34913 -1.78855  0.0408
H 0.56954 -2.22547 -1.36848  0.0819
H -1.10496 -2.00088 -1.46524  0.0808
H -0.33135 -1.77575 1.04955  0.1566
H -0.03128 0.50823 2.75857  0.1030
H 0.37213 2.44800 0.91112  0.1004
H 0.47261 2.28612 -1.65698  0.0995